This record from the OMol25 dataset describes one molecule with the formula C5H5NO. The level of theory is ωB97M-V/def2-TZVPD.

Geometry as XYZ:
```
12
C5H5NO ωB97M-V/def2-TZVPD
O 0.93 1.48 1.60
N -1.84 0.46 0.35
C -1.24 -0.24 -0.78
C 0.68 0.74 0.67
C -0.56 0.92 -0.17
C 2.36 -1.21 -0.02
C 1.59 -0.35 0.31
H 3.05 -1.97 -0.32
H -1.71 -0.05 1.23
H -0.60 1.89 -0.65
H -0.80 -1.23 -0.61
H -1.77 -0.13 -1.72
```

Properties
highest occupied orbital energy: -10.0 eV
ΔE to the lowest compared entry with this formula, charge and spin: 3.3876 eV
HOMO-LUMO gap: 9.9 eV
calculated total energy: -323.39519 hartree
2S+1: 1

This record from the OMol25 dataset describes C27H44BrEuNOP2 as an isolated structure at a distorted geometry. The level of theory is ωB97M-V/def2-TZVPD.

Geometry as XYZ:
```
77
C27H44BrEuNOP2 ωB97M-V/def2-TZVPD
Eu -2.11 0.76 1.90
Br -3.38 1.89 -0.37
P -1.92 -1.23 -0.63
P 0.60 3.46 -3.17
O -3.54 -0.65 3.19
N 8.23 -1.63 4.86
C -0.84 3.94 -2.11
C 8.05 -1.07 3.66
C -2.38 -2.91 0.00
C 3.21 -0.39 3.03
C -2.89 -4.03 -0.92
C -1.08 5.46 -2.17
C 1.90 -0.36 2.41
C 5.87 -1.47 5.27
C 1.08 -1.49 2.51
C -0.54 -1.39 -1.83
C 0.40 0.46 0.65
C 0.32 -2.64 -1.64
C -5.63 0.54 3.83
C -3.34 -1.60 -3.28
C 7.18 -1.82 5.64
C 1.86 3.09 -1.86
C 4.33 -0.57 3.52
C 6.79 -0.68 3.18
C -3.38 -1.05 -1.84
C 3.30 3.17 -2.39
C -0.06 -1.66 1.72
C 5.67 -0.88 4.00
C -0.29 1.60 -5.11
C -5.06 -0.70 3.17
C -0.40 -0.70 0.75
C 0.13 1.72 -3.64
C 1.45 0.67 1.55
H -0.63 3.63 -1.07
H 1.99 1.62 1.51
H -2.59 -1.14 -3.95
H 4.00 3.21 -1.54
H -3.17 -2.72 0.76
H -4.30 -1.41 -3.77
H -3.03 -4.94 -0.31
H 0.41 2.13 -5.77
H 0.06 -0.48 -1.72
H 7.38 -2.27 6.60
H -1.74 3.39 -2.42
H -0.34 5.99 -1.56
H -0.30 0.54 -5.41
H 0.20 1.20 -0.14
H -1.29 2.02 -5.28
H -5.05 0.88 4.69
H 1.71 3.83 -1.06
H 3.55 2.29 -2.99
H 1.66 2.09 -1.43
H -3.22 -1.51 2.83
H -3.60 0.03 -1.85
H -0.68 1.39 -2.97
H 6.72 -0.25 2.18
H -0.23 -3.53 -1.97
H -0.92 -1.34 -2.85
H -6.65 0.31 4.18
H -1.01 5.83 -3.19
H 1.36 -2.32 3.16
H -2.08 5.70 -1.79
H -4.25 -1.51 -1.34
H -5.37 -0.78 2.12
H -5.29 -1.63 3.70
H 8.94 -0.93 3.06
H 3.45 4.06 -3.01
H -5.76 1.35 3.10
H 0.70 -2.77 -0.61
H -1.53 -3.33 0.55
H 5.05 -1.68 5.96
H -3.86 -3.81 -1.37
H -3.21 -2.70 -3.30
H 1.21 -2.52 -2.28
H 1.01 1.09 -3.45
H -2.16 -4.29 -1.69
H -0.62 -2.57 1.86
```

Properties
highest occupied orbital energy (alpha / beta): -12.5 / -12.5 eV
total charge: +2
⟨S²⟩: 15.76
HOMO-LUMO gap (alpha / beta): 4.4 / 4.4 eV
calculated total energy: -5151.59406 hartree
2S+1: 8

This record from the OMol25 dataset describes one molecule with the formula C16H18N2O3S. The level of theory is ωB97M-V/def2-TZVPD.

Geometry as XYZ:
```
40
C16H18N2O3S ωB97M-V/def2-TZVPD
S 1.88 -0.02 2.42
O 1.59 -3.87 0.40
O 2.69 -0.21 -1.78
O 3.77 -1.08 -0.01
N 1.10 -1.67 0.39
N 0.37 0.51 0.42
C -0.39 0.40 -0.81
C 3.40 -0.08 -0.82
C 3.31 -2.39 -0.32
C -2.18 -1.20 -0.08
C -5.91 -0.85 0.45
C -2.81 1.05 -0.63
C 1.12 1.54 2.31
C 1.11 -0.52 0.91
C -4.13 0.75 -0.32
C 3.31 2.43 -0.94
C 1.92 -2.72 0.26
C 0.37 1.64 1.21
C -4.49 -0.52 0.12
C 4.04 1.22 -0.37
C -3.49 -1.48 0.23
C -1.83 0.08 -0.52
H 4.06 1.23 0.72
H -1.42 -1.95 0.01
H -0.21 2.48 0.90
H 1.28 2.27 3.07
H 2.33 2.53 -0.49
H -6.55 0.02 0.35
H -0.30 1.34 -1.36
H 5.07 1.20 -0.72
H 3.19 2.32 -2.01
H -3.76 -2.48 0.57
H -6.28 -1.63 -0.22
H 4.04 -3.09 0.11
H -2.56 2.04 -0.97
H 0.08 -0.40 -1.40
H 3.26 -2.52 -1.40
H 3.88 3.34 -0.73
H -4.89 1.52 -0.42
H -5.98 -1.23 1.47
```

Properties
highest occupied orbital energy: -8.3 eV
ΔE to the lowest compared entry with this formula, charge and spin: 1.2187 eV
HOMO-LUMO gap: 8.8 eV
calculated total energy: -1353.93473 hartree
2S+1: 1

This record from the OMol25 dataset describes C30H32BCl2F5N8O2Te2V as an isolated structure at a distorted geometry. The level of theory is ωB97M-V/def2-TZVPD.

Geometry as XYZ:
```
83
C30H32BCl2F5N8O2Te2V ωB97M-V/def2-TZVPD
Te 2.46 -1.94 -0.08
Te 0.39 -1.76 2.48
V -0.23 0.52 0.80
Cl 1.73 3.16 0.53
Cl 4.23 1.64 0.17
F -1.18 -0.64 2.66
F -0.52 -2.90 3.59
F 2.16 -2.27 2.76
F 0.78 -0.89 4.06
F 0.48 -3.92 1.53
O 1.12 0.15 1.65
O -0.60 -2.71 -0.05
N -2.06 2.55 1.54
N -0.51 1.46 -0.85
N -1.60 2.30 -0.91
N -2.13 -0.17 0.34
N -3.79 3.24 -0.11
N -3.28 4.51 -0.31
N -0.87 1.95 1.89
N -3.15 0.73 0.21
C 3.17 -3.83 0.44
C -2.42 3.40 2.48
C 4.55 -6.13 0.95
C -0.62 2.32 -2.91
C 2.87 -3.26 -4.70
C 3.41 -6.17 0.16
C 1.31 0.68 -2.39
C -5.53 4.58 -0.31
C 0.10 1.49 -2.09
C -5.16 3.29 -0.10
C 3.83 -2.49 -4.07
C -4.33 5.31 -0.43
C 0.74 2.16 3.89
C -4.06 -1.29 0.16
C 1.49 -3.22 -2.72
C -1.97 -2.67 0.53
C 3.64 -2.07 -2.76
C 3.51 3.25 0.29
C 2.47 -2.45 -2.11
C 0.21 -1.63 0.27
C -4.30 0.08 0.12
C 2.70 -5.01 -0.11
C 4.31 -3.76 1.24
C -1.68 2.80 -2.13
C -1.46 3.37 3.51
C -0.51 2.48 3.15
C 1.70 -3.62 -4.03
C -2.70 -1.39 0.31
C 5.01 -4.93 1.48
C -4.16 6.77 -0.67
B -2.74 2.25 0.17
H 1.83 -5.05 -0.74
H 1.44 1.55 3.33
H -3.63 7.24 0.15
H -1.48 3.96 4.42
H 1.23 3.10 4.16
H -3.31 4.00 2.37
H 0.96 -4.23 -4.53
H 3.68 3.78 -0.63
H 0.58 -3.51 -2.21
H -2.47 3.50 -2.38
H -4.79 -2.08 0.10
H 3.07 -7.11 -0.26
H 0.49 1.63 4.81
H 4.74 -2.21 -4.59
H -5.79 2.43 0.06
H -6.54 4.97 -0.37
H 5.08 -7.05 1.18
H 4.64 -2.83 1.69
H -5.24 0.59 0.00
H -0.41 2.56 -3.93
H 3.02 -3.58 -5.72
H -3.58 6.96 -1.58
H 5.91 -4.91 2.08
H 4.40 -1.47 -2.27
H -5.13 7.26 -0.78
H 2.01 0.70 -1.55
H 1.03 -0.35 -2.62
H 1.83 1.09 -3.26
H -1.85 -2.89 1.60
H 3.92 3.76 1.15
H 0.03 -3.61 0.74
H -2.49 -3.51 0.07
```

Properties
highest occupied orbital energy (alpha / beta): -16.2 / -16.2 eV
ΔE to the lowest compared entry with this formula, charge and spin: 4.6607 eV
total charge: +3
HOMO-LUMO gap (alpha / beta): 4.6 / 4.6 eV
calculated total energy: -4674.51604 hartree
2S+1: 1

This record from the OMol25 dataset describes C20H7F5FeN13SSe as an isolated structure. The level of theory is ωB97M-V/def2-TZVPD.

Geometry as XYZ:
```
48
C20H7F5FeN13SSe ωB97M-V/def2-TZVPD
Se 2.03 -2.60 -6.09
Fe -0.02 0.70 0.63
S 0.69 2.56 1.94
F -0.51 3.86 4.40
F -0.75 0.05 7.11
F -1.17 2.70 6.72
F 0.39 -1.44 5.13
F 1.04 -0.31 2.80
N -1.24 2.82 -1.29
N -3.28 0.11 -0.64
N -1.46 1.65 -0.63
N 2.04 -0.91 -5.52
N -1.71 -0.49 1.07
N -3.18 2.10 -1.93
N 0.88 -1.26 -0.16
N -3.46 -1.79 0.75
N 1.30 1.13 -1.22
N -1.67 -1.53 1.95
N -2.25 3.07 -2.05
N 1.64 -3.27 -4.48
N -2.70 -2.28 1.76
C 1.76 2.61 -3.03
C -0.29 2.55 4.53
C 0.98 -3.61 -1.62
C 1.76 -0.94 -4.25
C 0.69 -2.43 0.43
C -0.63 1.96 5.74
C -2.65 1.26 -1.06
C 0.26 1.82 3.48
C 1.54 -2.25 -3.67
C 1.39 0.10 -2.06
C 1.68 0.26 -3.41
C 0.72 -3.64 -0.28
C -0.42 0.61 5.94
C 1.86 1.55 -3.89
C 1.15 -1.24 -1.47
C 0.47 0.47 3.74
C 0.14 -0.14 4.93
C -2.83 -0.70 0.37
C 1.22 -2.39 -2.24
C 1.48 2.36 -1.68
H -4.21 -0.07 -0.99
H 1.38 3.16 -0.97
H 0.52 -4.56 0.24
H 2.07 1.69 -4.95
H 1.88 3.63 -3.37
H 0.47 -2.41 1.49
H 1.01 -4.52 -2.22
```

Properties
highest occupied orbital energy (alpha / beta): -5.1 / -5.2 eV
ΔE to the lowest compared entry with this formula, charge and spin: 0.0000 eV
total charge: -1
⟨S²⟩: 6.01
HOMO-LUMO gap (alpha / beta): 6.1 / 6.1 eV
calculated total energy: -6040.98436 hartree
2S+1: 5

This record from the OMol25 dataset describes a 14-piece molecular cluster, C20H68N8O14 overall at a distorted geometry. The level of theory is ωB97M-V/def2-TZVPD.

Geometry as XYZ:
```
110
C20H68N8O14 ωB97M-V/def2-TZVPD
O -4.96 10.98 -4.66
O 0.35 13.03 -8.93
O -3.43 10.19 -10.16
O -8.17 6.49 -6.41
O -11.06 15.04 -7.49
O -3.77 14.37 -6.49
O -5.70 8.35 -8.63
O -5.97 10.96 -7.41
O -6.49 12.88 -12.55
O -6.82 15.49 -9.21
O -7.91 13.32 -5.75
O -9.34 11.20 -6.00
O -3.14 7.70 -8.33
O -3.95 14.48 -10.21
N -1.83 12.27 -8.58
N -4.58 12.29 -8.69
N -2.66 12.85 -11.29
N -7.22 17.72 -9.99
N -5.20 16.82 -10.12
N -4.06 13.96 -12.54
N -6.19 13.33 -7.74
N -1.34 14.32 -7.96
C -8.45 14.53 -6.00
C -8.21 7.59 -5.54
C -3.74 15.70 -6.93
C -10.04 13.74 -9.16
C -7.14 8.60 -5.96
C -3.20 9.16 -6.33
C -10.93 13.72 -7.91
C -2.42 8.63 -7.54
C -0.94 13.21 -8.45
C -7.11 13.07 -11.28
C -9.52 10.65 -7.29
C -5.61 12.18 -7.95
C -5.00 16.32 -6.38
C -3.57 13.76 -11.35
C -4.90 12.31 -2.69
C -7.77 11.80 -10.86
C -6.81 8.02 -9.47
C -4.66 10.25 -10.87
C -5.08 12.31 -4.14
C -6.44 16.66 -9.77
H -8.47 14.70 -7.09
H -2.27 14.50 -7.67
H -6.42 7.28 -10.17
H -8.02 7.31 -4.50
H -7.17 9.44 -5.33
H -2.29 12.68 -10.40
H -6.34 13.40 -10.54
H -4.54 16.02 -10.05
H -2.92 9.41 -10.45
H -7.85 11.86 -9.76
H -9.49 14.72 -5.66
H -9.59 9.55 -7.20
H -4.47 13.95 -6.93
H -8.70 10.80 -7.93
H -8.20 17.61 -9.66
H -4.76 16.68 -5.38
H -10.04 10.81 -5.47
H -2.83 12.46 -8.37
H -8.77 11.82 -11.19
H -3.90 12.02 -2.33
H -7.24 10.96 -11.33
H -4.36 11.38 -8.98
H -4.92 17.53 -10.82
H -6.88 13.47 -6.98
H -5.20 17.24 -6.91
H -7.60 7.57 -8.93
H -5.42 10.63 -10.19
H -1.52 11.31 -8.86
H -11.64 14.98 -6.70
H -2.86 16.23 -6.66
H -6.28 14.16 -8.38
H -4.58 10.95 -11.74
H -10.11 12.74 -9.59
H -3.76 8.34 -5.95
H -5.03 11.06 -5.61
H -3.78 15.70 -8.04
H -5.56 13.16 -12.48
H -7.26 9.00 -6.90
H -1.49 8.14 -7.27
H -2.39 12.30 -12.11
H -7.25 6.24 -6.48
H -3.66 13.76 -13.44
H -10.36 14.41 -9.95
H -3.95 9.82 -6.78
H -5.88 15.76 -6.45
H -5.02 9.27 -11.18
H -11.97 13.46 -8.13
H -2.71 9.67 -5.56
H -9.13 8.06 -5.58
H -5.66 11.68 -2.15
H -7.84 13.91 -11.31
H -10.58 13.06 -7.12
H -7.88 15.36 -5.54
H -4.33 13.18 -9.20
H -8.51 12.55 -6.02
H -3.92 8.13 -8.75
H -4.45 12.94 -4.68
H -2.15 9.53 -8.16
H -5.95 9.22 -8.19
H -5.02 13.32 -2.23
H -6.08 12.69 -4.46
H -6.08 8.31 -5.89
H -4.76 14.73 -12.49
H -7.19 8.79 -10.14
H -0.62 14.86 -7.54
H -9.00 13.94 -8.92
H -6.94 18.66 -10.37
H -10.35 10.96 -7.85
```

Properties
highest occupied orbital energy: -8.7 eV
ΔE to the lowest compared entry with this formula, charge and spin: 0.2472 eV
HOMO-LUMO gap: 8.4 eV
calculated total energy: -2294.06976 hartree
2S+1: 1

This record from the OMol25 dataset describes C27H47MnNOP as an isolated structure at a distorted geometry. The level of theory is ωB97M-V/def2-TZVPD.

Geometry as XYZ:
```
78
C27H47MnNOP ωB97M-V/def2-TZVPD
Mn 0.07 0.72 -1.01
P -0.07 -0.48 2.07
O -0.01 -0.29 -3.84
N -0.08 -0.37 0.53
C 1.72 -0.89 2.74
C 0.08 2.43 2.70
C -1.00 2.63 -1.63
C -2.12 0.76 -2.25
C -0.10 0.03 -5.26
C 1.81 2.05 -2.37
C 1.59 2.17 -0.98
C -1.33 1.94 -0.42
C -2.56 -1.92 1.53
C 2.30 0.78 -2.64
C -1.98 0.69 -0.84
C 0.65 1.30 -5.59
C -0.71 1.14 2.99
C 0.59 -1.27 -5.67
C 2.49 -1.83 1.78
C -0.60 1.01 4.51
C -0.59 -3.31 1.93
C 1.91 0.88 -0.37
C -1.69 -2.11 3.83
C -1.27 -2.00 2.36
C 2.25 0.01 -1.48
C -2.21 1.42 2.74
C 2.64 0.31 3.01
C -1.56 0.09 -5.68
C 0.50 -1.62 -4.20
C -1.56 1.95 -2.71
C 1.63 -1.60 4.10
H 2.81 0.94 2.13
H 1.07 2.39 3.17
H 0.19 2.17 -5.11
H -1.95 1.10 -5.54
H -2.54 2.36 3.24
H -1.15 0.13 4.85
H -3.13 -1.00 1.71
H 0.29 -3.57 2.54
H 2.65 -1.77 4.51
H -2.26 -3.05 3.98
H -0.02 -1.91 -6.29
H 1.61 -1.14 -6.01
H 2.03 0.71 0.68
H -2.82 0.62 3.17
H 0.61 1.44 -6.67
H -0.25 -2.37 -3.96
H 1.14 -2.58 4.02
H -1.69 2.35 -3.71
H -1.62 -0.16 -6.74
H -0.27 -3.24 0.87
H 0.25 2.64 1.64
H -2.34 -1.98 0.45
H -0.41 3.33 3.14
H -3.24 -2.76 1.77
H -1.05 1.91 4.99
H -2.73 0.06 -2.80
H -2.47 1.51 1.68
H -2.47 -0.01 -0.19
H 1.69 1.24 -5.29
H 2.69 -1.36 0.81
H 2.29 0.95 3.82
H 2.66 -0.98 -1.35
H 0.44 0.95 4.84
H -0.65 3.66 -1.63
H -2.16 -0.62 -5.11
H 3.48 -2.12 2.22
H -0.83 -2.12 4.50
H 1.86 2.89 -3.05
H -1.29 -4.16 2.01
H -1.15 2.27 0.60
H -2.36 -1.28 4.11
H 1.93 -2.75 1.60
H 2.78 0.46 -3.56
H 1.46 -1.80 -3.71
H 1.43 3.05 -0.38
H 1.09 -0.98 4.82
H 3.65 -0.04 3.33
```

Properties
highest occupied orbital energy (alpha / beta): 2.4 / -2.2 eV
total charge: -2
⟨S²⟩: 6.15
HOMO-LUMO gap (alpha / beta): 2.0 / 6.8 eV
calculated total energy: -2678.97489 hartree
2S+1: 5

This record from the OMol25 dataset describes a 2-piece molecular cluster, C9H17N2O2 overall at a distorted geometry. The level of theory is ωB97M-V/def2-TZVPD.

Geometry as XYZ:
```
30
C9H17N2O2 ωB97M-V/def2-TZVPD
O -0.94 -1.40 0.19
O 0.66 0.13 -0.61
N -1.79 0.84 -1.07
N -2.68 1.30 -0.25
C -2.63 1.16 1.15
C 2.00 -0.31 1.31
C -1.15 1.66 -2.18
C 1.96 -2.01 -0.38
C -0.40 -0.46 -0.29
C -3.81 0.66 0.36
C -2.20 0.68 -2.48
C 2.07 -0.57 -0.20
C 3.18 0.13 -0.92
H 1.60 0.78 1.36
H 1.06 -2.41 -0.04
H -3.95 -0.38 0.25
H 2.05 -2.51 -1.40
H -2.03 -0.38 -2.75
H 2.93 -0.34 1.70
H -0.07 1.50 -2.20
H 4.13 -0.49 -0.86
H 3.62 0.93 -0.23
H -3.25 0.85 -2.68
H -1.31 2.72 -2.11
H -2.02 0.38 1.61
H 1.34 -1.07 1.79
H -4.67 1.21 0.02
H 2.78 -2.33 0.33
H -2.93 1.97 1.77
H 3.02 0.31 -1.95
```

Properties
highest occupied orbital energy: -12.4 eV
ΔE to the lowest compared entry with this formula, charge and spin: 6.2876 eV
total charge: +1
HOMO-LUMO gap: 9.2 eV
calculated total energy: -612.66203 hartree
2S+1: 1

This record from the OMol25 dataset describes C4H6LaO7 as an isolated structure at a distorted geometry. The level of theory is ωB97M-V/def2-TZVPD.

Geometry as XYZ:
```
18
C4H6LaO7 ωB97M-V/def2-TZVPD
La 2.92 1.98 0.93
O 3.62 -0.20 -0.05
O 2.10 -1.55 -1.00
O 1.62 0.37 3.08
O -1.45 -3.01 1.96
O 1.83 0.69 -0.90
O 1.41 -0.70 5.03
O 0.45 -1.54 3.30
C -0.12 -3.46 1.81
C 2.56 -0.39 -0.78
C 1.20 -0.58 3.73
C 0.83 -2.31 1.98
H 1.83 -2.71 2.21
H 0.61 -1.53 1.24
H 0.05 -3.87 0.80
H -2.05 -3.65 1.57
H 1.71 0.15 5.38
H 0.12 -4.25 2.53
```

Properties
highest occupied orbital energy (alpha / beta): -6.1 / -8.1 eV
⟨S²⟩: 0.75
HOMO-LUMO gap (alpha / beta): 5.4 / 7.2 eV
calculated total energy: -714.25258 hartree
2S+1: 2